136
Properties=species:S:1:pos:R:3:forces:R:3 method="wB97M-V/def2-TZVPD" lumo_ev=1.44 charge=-1 gap_ha=0.1097
C 2.20822 1.08945 0.00619 0.09 -0.15 -0.34
C 2.07328 2.27657 0.57076 0.02 -0.14 0.42
C 2.20233 3.56756 -0.14789 0.20 -0.05 -0.34
O 2.73942 4.53607 0.33209 0.04 0.28 0.32
O 1.71158 3.50868 -1.37716 -0.37 -0.17 -0.07
C 1.33879 4.73274 -2.06816 0.15 0.19 -0.23
C -0.12250 5.06358 -1.84389 0.01 0.15 -0.13
C -0.51207 5.48146 -0.41287 -0.25 0.03 -0.12
C -1.27375 6.83240 -0.31900 0.07 -0.07 0.13
C -2.77474 6.67570 -0.01029 -0.02 -0.14 -0.09
C -3.60435 6.50880 -1.29811 0.06 -0.18 0.08
N -3.16836 5.40159 -2.08729 -0.10 0.10 -0.26
C -4.14715 4.43442 -2.35807 0.07 0.17 0.16
C -4.27131 3.14225 -1.41226 -0.14 0.08 0.20
N -3.82323 1.90207 -2.06550 0.21 0.10 -0.03
N -5.69430 2.91578 -1.13220 0.09 -0.08 0.16
N -3.42506 3.26352 -0.21070 -0.10 -0.46 -0.09
H 2.42096 1.00226 -1.05741 -0.16 0.05 0.13
H 2.11407 0.17596 0.58161 0.05 0.12 -0.06
H 1.90954 2.36416 1.64276 0.03 0.06 -0.14
H 1.51374 4.50865 -3.12623 0.02 -0.02 0.18
H 2.01279 5.54435 -1.77491 -0.07 -0.16 0.13
H -0.36188 5.88174 -2.53630 -0.02 -0.18 0.06
H -0.74782 4.22986 -2.17537 0.06 0.14 0.05
H -1.18564 4.70903 -0.02588 0.22 0.06 0.04
H 0.37977 5.52481 0.22392 -0.07 0.01 -0.07
H -1.17086 7.36787 -1.27185 -0.02 0.01 0.11
H -0.79959 7.46563 0.44491 -0.07 -0.16 -0.07
H -3.14338 7.51996 0.59614 0.07 -0.02 -0.16
H -2.91008 5.75434 0.57223 0.04 0.23 0.10
H -3.51364 7.48306 -1.84549 -0.01 -0.05 0.07
H -4.67837 6.44740 -0.99664 0.05 -0.02 -0.06
H -3.98233 3.98233 -3.36137 -0.09 0.03 0.08
H -5.18404 4.84731 -2.38257 0.01 0.00 0.00
H -4.42124 1.76968 -2.87602 0.09 0.08 -0.03
H -2.88421 2.07814 -2.41741 -0.06 0.03 -0.07
H -5.79327 2.12881 -0.49357 0.00 0.06 -0.03
H -6.07049 3.72920 -0.65232 0.01 -0.01 -0.20
H -3.95358 3.69996 0.53834 0.12 0.18 -0.14
H -3.22337 2.31484 0.10104 -0.12 0.10 0.09
C 2.76270 -0.74903 5.74043 -0.01 0.01 -0.02
C 2.54876 0.66502 5.21778 0.04 -0.05 0.03
C 1.19636 0.83959 4.51737 0.06 0.03 0.07
C 1.06513 -0.03422 3.35320 -0.11 -0.07 -0.33
N 0.96497 -0.69249 2.41573 0.06 -0.03 0.34
H 2.76636 -1.47417 4.92488 -0.02 -0.01 0.01
H 3.71448 -0.83711 6.26273 0.01 -0.01 0.01
H 1.97246 -1.03305 6.43845 0.00 -0.01 0.00
H 3.34708 0.93382 4.52280 0.00 0.01 -0.01
H 2.59322 1.37755 6.04314 -0.02 0.03 -0.02
H 1.06064 1.86744 4.17695 -0.02 0.00 0.01
H 0.37738 0.61098 5.20236 0.00 0.01 0.00
C -5.75877 -2.68231 -1.42188 -0.01 0.00 -0.05
C -4.90595 -1.46352 -1.75235 -0.01 -0.09 0.09
C -4.30031 -0.81780 -0.50355 0.14 -0.28 0.14
C -5.32834 -0.33708 0.41584 -0.20 0.25 0.07
N -6.15319 0.09251 1.09414 0.16 -0.20 -0.05
H -6.61438 -2.40004 -0.80560 0.01 0.00 0.02
H -6.14778 -3.14506 -2.32859 0.00 0.01 -0.01
H -5.18241 -3.43287 -0.87426 0.00 0.01 0.00
H -5.49437 -0.71818 -2.28497 -0.04 0.05 -0.03
H -4.08341 -1.74924 -2.41080 0.02 0.03 0.01
H -3.68347 0.03947 -0.77866 -0.09 0.06 -0.08
H -3.67828 -1.54156 0.03015 -0.02 -0.01 0.03
C -8.93579 -4.81979 -0.62180 -0.07 -0.03 -0.02
C -9.79732 -5.41433 -1.72951 0.03 0.03 0.08
C -9.09183 -5.37039 -3.09038 -0.04 -0.05 0.11
C -8.79417 -3.99775 -3.49417 0.08 0.27 -0.20
N -8.56981 -2.91597 -3.81199 -0.07 -0.21 0.06
H -8.72242 -3.76687 -0.80950 0.01 -0.01 -0.01
H -9.44186 -4.88698 0.34242 0.01 0.00 0.00
H -7.98850 -5.35382 -0.54322 0.02 0.06 0.02
H -10.74772 -4.88181 -1.80205 0.00 0.00 -0.01
H -10.03229 -6.45669 -1.50132 0.01 -0.01 -0.05
H -9.70343 -5.82586 -3.87068 0.01 -0.01 0.01
H -8.14982 -5.92087 -3.04037 0.00 0.00 -0.01
C -8.68053 -9.90276 0.61387 0.02 -0.02 0.01
C -8.15383 -9.66400 2.02313 -0.02 -0.02 -0.06
C -8.05299 -8.17468 2.37204 -0.02 -0.07 0.05
C -7.14309 -7.46322 1.47697 0.17 0.20 -0.20
N -6.43712 -6.90930 0.75830 -0.10 -0.20 0.13
H -8.01102 -9.47479 -0.13344 0.00 0.02 0.00
H -8.76963 -10.96959 0.40998 -0.01 0.00 0.00
H -9.66654 -9.45254 0.48197 0.00 0.00 0.00
H -7.17056 -10.12375 2.13652 0.00 0.00 0.01
H -8.81308 -10.13782 2.75240 0.01 0.02 0.03
H -7.69593 -8.03575 3.39332 -0.03 0.00 0.01
H -9.03374 -7.69953 2.29893 0.00 0.01 0.01
C 5.84474 8.68136 2.65169 0.00 -0.03 0.01
C 5.48221 7.26636 2.21766 0.03 0.07 0.01
C 4.26336 7.21054 1.28820 0.16 -0.02 0.02
C 3.07812 7.75849 1.94316 -0.29 0.02 0.19
N 2.17560 8.18450 2.51497 0.21 -0.03 -0.12
H 5.02996 9.13885 3.21446 -0.01 0.01 -0.02
H 6.73118 8.67947 3.28741 0.00 0.00 0.00
H 6.05309 9.31513 1.78692 0.00 0.00 0.00
H 5.28254 6.64956 3.09585 0.00 -0.02 -0.01
H 6.32597 6.81097 1.69564 -0.02 -0.03 -0.02
H 4.04880 6.18359 0.99219 -0.09 0.04 -0.03
H 4.45031 7.78923 0.38079 -0.01 -0.01 -0.01
C 5.67808 -1.20819 3.41069 -0.04 0.01 0.09
C 6.54447 -2.44675 3.23531 0.00 0.07 -0.03
C 5.83131 -3.74727 3.62568 0.03 0.07 -0.08
C 5.44804 -3.76683 5.03634 -0.09 -0.05 0.32
N 5.16323 -3.78964 6.15041 0.06 0.05 -0.23
H 5.38743 -1.06963 4.45421 0.01 -0.07 0.00
H 6.21061 -0.31686 3.08708 -0.01 0.01 -0.03
H 4.76588 -1.28074 2.81365 -0.01 0.01 0.00
H 7.45954 -2.35391 3.82372 0.01 0.00 0.00
H 6.84856 -2.53329 2.18990 0.01 -0.04 0.01
H 6.47343 -4.61159 3.44862 -0.02 0.00 -0.03
H 4.92719 -3.87846 3.02728 -0.01 0.00 0.01
C 4.61319 -1.32469 -1.70413 0.01 0.02 0.01
C 5.99052 -0.97076 -2.24798 -0.05 -0.01 0.00
C 7.08712 -1.04146 -1.17895 -0.07 -0.03 -0.08
C 6.85849 -0.09690 -0.08703 -0.04 0.20 0.27
N 6.67897 0.64855 0.77040 0.07 -0.16 -0.22
H 4.29936 -0.62073 -0.93249 0.02 -0.01 0.02
H 3.86554 -1.29992 -2.49670 -0.01 0.00 0.01
H 4.61150 -2.32707 -1.27073 0.00 0.00 0.00
H 5.97473 0.03024 -2.68394 0.01 0.00 0.00
H 6.25995 -1.66569 -3.04613 0.05 0.00 0.01
H 8.06701 -0.82179 -1.60595 0.01 -0.04 0.00
H 7.13767 -2.04894 -0.76220 0.05 0.01 0.00
C 8.81176 -1.72934 -5.00674 0.03 -0.01 0.00
C 9.74464 -2.92983 -5.09409 -0.03 0.06 0.01
C 9.11685 -4.21612 -4.54381 0.05 0.04 -0.08
C 8.76125 -4.09967 -3.13070 -0.10 -0.02 0.32
N 8.48723 -4.00993 -2.01742 0.05 0.04 -0.25
H 8.56019 -1.50143 -3.96997 -0.01 -0.01 0.00
H 9.27958 -0.84421 -5.43635 -0.01 0.00 0.00
H 7.88070 -1.91156 -5.54674 0.00 0.00 0.00
H 10.66860 -2.72442 -4.55065 0.01 -0.01 0.00
H 10.02108 -3.11090 -6.13396 0.01 -0.04 0.00
H 9.80570 -5.05605 -4.64399 -0.02 -0.01 -0.02
H 8.20958 -4.46585 -5.09771 0.00 -0.01 0.00